Entry 1:
{
  "formula": "CH4IN",
  "method": "ωB97M-V/def2-TZVPD",
  "symbols": ["I", "N", "C", "H", "H", "H", "H"],
  "positions_angstrom": [[-2.51, 0.19, -0.08], [-0.84, -0.89, 0.12], [0.85, 0.40, 0.09], [-0.68, -1.42, -0.71], [0.64, 1.42, -0.43], [1.69, -0.28, -0.16], [0.84, 0.56, 1.17]],
  "lumo_energy_ev": -0.2,
  "multiplicity": 1
}

Entry 2:
{
  "formula": "CH4IN2",
  "method": "ωB97M-V/def2-TZVPD",
  "symbols": ["I", "N", "N", "C", "H", "H", "H", "H"],
  "positions_angstrom": [[-2.07, -2.27, 0.01], [0.69, 0.92, 0.17], [-0.56, -0.93, -0.18], [-0.45, 0.37, -0.15], [1.55, 0.46, -0.01], [0.83, 1.93, -0.05], [-1.17, 1.20, -0.05], [1.18, -1.69, 0.26]],
  "charge": 1,
  "lumo_energy_ev": [-7.5, -7.5],
  "multiplicity": 1
}

Entry 3:
{
  "formula": "CH4IN3",
  "method": "ωB97M-V/def2-TZVPD",
  "symbols": ["I", "N", "N", "N", "C", "H", "H", "H", "H"],
  "positions_angstrom": [[-2.68, 1.07, 0.23], [-0.09, -1.26, 0.12], [-1.30, -0.94, 0.26], [1.01, -0.81, 0.05], [1.23, 0.61, -0.13], [2.30, 0.83, 0.02], [0.62, 1.22, 0.56], [1.01, 0.87, -1.22], [-2.10, -1.59, 0.11]],
  "lumo_energy_ev": [-1.3, -1.4],
  "smiles": "C/N=N\\NI",
  "multiplicity": 1
}

Entry 4:
{
  "formula": "CH4IN4",
  "method": "ωB97M-V/def2-TZVPD",
  "symbols": ["I", "N", "N", "N", "N", "C", "H", "H", "H", "H"],
  "positions_angstrom": [[1.97, -0.96, 0.93], [-1.84, 1.51, 0.65], [-1.57, -0.74, 1.18], [1.54, 0.66, -1.46], [-1.69, 0.43, 0.82], [0.79, -0.03, -0.56], [-0.57, -1.14, 1.19], [-2.39, -1.30, 0.92], [2.54, 0.82, -1.27], [1.23, 0.76, -2.41]],
  "charge": 1,
  "lumo_energy_ev": -5.0,
  "multiplicity": 1
}

Total energy? In order: -392.8203; -447.2638; -502.3303; -556.8053 Eh.
Energy relative to the best compared isomer or geometry (same formula, charge and spin)? In order: 2.299; 5.258; 1.032; 1.840 eV.